DFT (ωB97M-V/def2-TZVPD) results for C6H12IrN2OP as an isolated structure at a distorted geometry.

```
! wB97M-V def2-TZVPD RIJCOSX def2/J DEFGRID3
* xyz 0 5
C 1.51 -0.97 -0.59
C 0.99 -2.17 0.04
C -0.24 -2.54 -0.54
C -0.53 -1.68 -1.63
C 0.45 -0.66 -1.77
Ir 0.22 0.54 -0.16
P 1.20 2.35 0.33
H 2.55 -0.59 -0.68
H 1.53 -2.67 0.84
H -0.94 -3.29 -0.15
H 0.74 -0.07 -2.66
H -1.35 -1.79 -2.35
H 1.51 3.13 -0.84
H 2.58 2.15 0.76
H 0.73 3.36 1.25
N -3.61 1.56 1.30
C -2.38 1.31 1.86
N -2.42 1.09 3.21
O -1.28 1.36 1.20
H -4.49 1.61 1.85
H -3.65 1.79 0.32
H -1.54 0.92 3.70
H -3.29 1.11 3.78
*
```

Summary:
electronic energy = -23564.73349 eV
Kohn-Sham gap (alpha / beta) = 3.333 / 6.792 eV
expectation value of S² = 6.023
energy relative to the best compared isomer or geometry (same formula, charge and spin) = 0.000 eV
LUMO energy (alpha / beta) = 0.008 / -0.027 hartree



DFT (ωB97M-V/def2-TZVPD) results for one molecule with the formula C4H7NO2.

```
! wB97M-V def2-TZVPD RIJCOSX def2/J DEFGRID3
* xyz 0 1
H -1.68 1.90 1.03
N -0.94 1.32 1.42
C -0.79 0.30 0.69
C -1.55 -0.02 -0.58
O 0.08 -0.69 1.09
C 1.41 -0.72 0.60
C 1.59 -0.11 -0.79
O 2.16 0.94 -0.96
H -2.60 0.23 -0.45
H -1.16 0.58 -1.42
H -1.46 -1.08 -0.83
H 2.10 -0.20 1.28
H 1.68 -1.78 0.56
H 1.17 -0.68 -1.64
*
```

Summary:
SMILES = [H]/N=C(\C)OCC=O
electronic energy = -9845.12625 eV
Kohn-Sham gap = 10.722 eV
energy relative to the best compared isomer or geometry (same formula, charge and spin) = 2.153 eV
LUMO energy = 0.020 hartree



DFT (ωB97M-V/def2-TZVPD) results for one molecule with the formula C5H6N2 at a distorted geometry.

```
! wB97M-V def2-TZVPD RIJCOSX def2/J DEFGRID3
* xyz 0 1
C 1.53 1.14 0.01
N 2.25 -0.07 0.09
C 1.47 -1.11 -0.02
N 0.15 -0.73 -0.12
C 0.22 0.67 -0.14
C -1.30 0.77 0.05
C -1.41 -0.74 0.00
H 1.89 2.16 -0.24
H 1.89 -2.04 0.07
H -1.81 1.43 -0.68
H -1.76 1.05 1.09
H -1.62 -1.29 0.86
H -1.50 -1.23 -0.96
*
```

Summary:
SMILES = c1ncn2c1CC2
electronic energy = -8259.58682 eV
Kohn-Sham gap = 9.372 eV
energy relative to the best compared isomer or geometry (same formula, charge and spin) = 2.772 eV
LUMO energy = 0.031 hartree



DFT (ωB97M-V/def2-TZVPD) results for an isolated ion of composition C8H15BrN3O and charge +1.

```
! wB97M-V def2-TZVPD RIJCOSX def2/J DEFGRID3
* xyz 1 1
N 0.30 4.04 1.14
C 0.33 2.70 0.89
O 1.52 2.06 1.00
C -0.72 1.97 0.45
Br -2.47 2.84 0.24
N -0.62 0.61 0.17
C -0.97 0.24 -1.19
C -0.86 -1.28 -1.37
C 0.07 -1.87 -0.30
C 1.44 -1.35 -0.36
N 2.00 -0.86 -1.43
C -0.54 -1.64 1.09
C -1.26 -0.28 1.13
H -0.61 4.47 1.19
H 0.99 4.43 1.75
H 2.19 2.67 1.34
H -0.29 0.79 -1.86
H -1.99 0.56 -1.44
H -1.84 -1.74 -1.24
H -0.54 -1.52 -2.38
H 0.15 -2.95 -0.46
H 2.05 -1.38 0.54
H 1.49 -0.79 -2.30
H 2.95 -0.52 -1.42
H 0.25 -1.66 1.85
H -1.25 -2.43 1.33
H -2.32 -0.41 0.89
H -1.19 0.15 2.13
*
```

Summary:
SMILES = N/C(O)=C(\Br)N1CCC(C=[NH2+])CC1
electronic energy = -85092.76011 eV
Kohn-Sham gap = 6.579 eV
energy relative to the best compared isomer or geometry (same formula, charge and spin) = 0.000 eV
LUMO energy = -0.157 hartree



DFT (ωB97M-V/def2-TZVPD) results for C5H8N2 as an isolated structure.

```
! wB97M-V def2-TZVPD RIJCOSX def2/J DEFGRID3
* xyz 0 1
N 1.59 -1.00 0.58
C 0.89 0.26 0.65
C 1.15 1.35 -0.27
N 1.32 2.21 -1.11
C -0.42 0.39 -0.17
C -1.75 0.03 0.40
C -1.12 -0.84 -0.67
H 2.52 -0.93 0.97
H 1.66 -1.31 -0.38
H 0.78 0.60 1.68
H 0.17 1.67 -1.14
H -1.79 -0.39 1.41
H -2.61 0.64 0.14
H -1.55 -0.83 -1.67
H -0.76 -1.81 -0.34
*
```

Summary:
electronic energy = -8288.71560 eV
Kohn-Sham gap = 8.555 eV
energy relative to the best compared isomer or geometry (same formula, charge and spin) = 6.281 eV
LUMO energy = 0.027 hartree



DFT (ωB97M-V/def2-TZVPD) results for a 2-piece molecular cluster, C2H3FNP overall at a distorted geometry.

```
! wB97M-V def2-TZVPD RIJCOSX def2/J DEFGRID3
* xyz 0 3
C -0.23 -0.11 0.42
C -0.11 1.21 -0.06
N -1.45 -1.70 0.05
F 1.75 -0.79 -0.78
P 1.52 0.13 0.49
H -0.42 1.55 -1.13
H -0.16 2.09 0.59
H -0.91 -2.37 0.42
*
```

Summary:
electronic energy = -15611.74874 eV
Kohn-Sham gap (alpha / beta) = 7.512 / 8.098 eV
expectation value of S² = 2.021
energy relative to the best compared isomer or geometry (same formula, charge and spin) = 3.990 eV
LUMO energy (alpha / beta) = -0.016 / -0.048 hartree



DFT (ωB97M-V/def2-TZVPD) results for one molecule with the formula C8H14BrOP at a distorted geometry.

```
! wB97M-V def2-TZVPD RIJCOSX def2/J DEFGRID3
* xyz 0 1
C 1.68 -4.06 -0.08
C 0.51 -3.11 0.27
O 0.57 -1.87 -0.49
C 0.04 -0.83 -0.02
P -1.92 -0.58 1.14
Br -3.49 -0.17 -0.32
C -0.57 0.28 0.32
C -0.28 1.71 0.03
C 1.25 2.09 0.00
C -0.95 2.58 1.13
C -0.83 2.06 -1.41
H 1.56 -4.18 -1.17
H 2.59 -3.77 0.20
H 1.28 -5.04 0.39
H 0.33 -2.73 1.23
H -0.47 -3.49 -0.08
H 1.32 2.98 -0.59
H 1.61 2.18 0.95
H 1.90 1.26 -0.61
H -0.78 3.72 1.15
H -0.53 2.17 2.20
H -2.00 2.44 1.10
H -1.85 2.30 -1.38
H -0.69 1.12 -2.07
H -0.27 2.96 -1.89
*
```

Summary:
SMILES = CCOC1=P(Br)=C1C(C)(C)C
electronic energy = -89897.82903 eV
Kohn-Sham gap = 8.242 eV
energy relative to the best compared isomer or geometry (same formula, charge and spin) = 4.788 eV
LUMO energy = 0.025 hartree



DFT (ωB97M-V/def2-TZVPD) results for a 3-piece molecular cluster, C8H9F2NO6 overall at a distorted geometry.

```
! wB97M-V def2-TZVPD RIJCOSX def2/J DEFGRID3
* xyz 0 1
O -11.28 -19.33 11.13
C -12.22 -19.06 11.79
O -13.39 -19.67 11.66
C -14.34 -19.25 12.60
C -13.51 -18.18 13.40
F -13.28 -18.36 14.72
O -12.23 -18.21 12.86
H -15.26 -18.78 12.26
H -14.71 -20.04 13.26
H -13.87 -17.16 13.36
O -9.24 -14.84 6.99
C -10.16 -14.64 7.72
O -11.24 -13.83 7.40
C -12.17 -13.96 8.48
C -11.71 -15.22 9.23
F -12.45 -16.23 8.82
O -10.39 -15.32 8.90
H -11.97 -13.05 9.06
H -13.13 -13.89 7.97
H -11.75 -15.22 10.32
C -10.88 -17.21 9.95
C -9.91 -18.28 10.16
N -9.18 -19.16 10.29
H -10.37 -16.33 10.32
H -11.69 -17.46 10.64
H -11.21 -16.98 8.93
*
```

Summary:
SMILES = O=C1OC[C@@H](F)O1.O=C1OC[C@@H](F)O1.CC#N
electronic energy = -27646.12815 eV
Kohn-Sham gap = 9.555 eV
LUMO energy = 0.000 hartree